Here is a molecular structure, C38H28BBrF6N8O5SbTi from OMol25. Energies are from ωB97M-V with the def2-TZVPD basis set.

HOMO level, eV: -5.6
DFT total energy, a.u.: -6567.1886
Energy relative to the best compared isomer or geometry (same formula, charge and spin), eV: 1.558
HOMO-LUMO gap, eV: 6.73
Charge: -1

```
89
Properties=species:S:1:pos:R:3:forces:R:3:lowdin_charge:R:1
Ti 0.7990 -0.6280 -0.9401 -0.910 0.963 -0.268 1.17
O 0.7396 -2.0227 -2.3619 0.536 -1.224 -0.773 -0.13
C 0.4241 -3.2203 -2.3696 -0.061 -0.134 -0.018 -0.10
C -0.0590 -3.9521 -1.2505 -0.022 0.400 0.433 -0.11
C -0.3719 -5.3053 -1.3708 -0.040 -0.323 -0.106 0.07
C -0.8076 -6.0108 -0.2777 0.130 0.604 -0.003 -0.15
C -0.9200 -5.3837 0.9807 -0.022 -0.148 -0.111 0.03
C -0.6382 -4.0589 1.1183 -0.010 0.173 0.038 0.03
C -0.2155 -3.2826 0.0070 -0.029 -0.405 -0.346 -0.31
O -0.0144 -2.0278 0.1361 -0.212 -0.529 0.221 -0.13
N -1.1520 -7.4045 -0.4172 0.029 -0.589 -0.075 -0.36
O -1.5213 -8.0096 0.5767 -0.001 0.157 -0.069 0.06
O -1.0513 -7.9201 -1.5208 -0.034 0.146 0.107 0.06
H 0.5004 -3.7513 -3.3250 0.040 -0.014 -0.022 0.15
H -0.2721 -5.8058 -2.3255 0.011 -0.012 0.014 0.13
H -1.2271 -5.9797 1.8273 -0.013 0.005 0.021 0.12
H -0.6997 -3.5641 2.0781 -0.012 -0.004 -0.005 0.13
Br -2.8953 6.5507 1.5883 0.053 -0.089 0.109 0.71
C -2.3429 5.2658 2.8811 -0.055 0.104 -0.098 -0.69
C -3.2809 4.7098 3.7323 -0.032 0.070 -0.066 -0.13
C -2.8794 3.7651 4.6607 0.148 -0.207 0.118 -0.04
C -1.5510 3.3478 4.7199 0.038 0.602 -0.776 -0.30
C -0.6182 3.9405 3.8599 -0.030 -0.101 0.202 -0.01
C -1.0074 4.9044 2.9508 -0.061 0.016 -0.036 -0.13
N -1.1246 2.5081 5.7677 0.198 -0.289 0.596 0.06
N -0.3045 1.5812 5.6196 -0.381 0.016 0.579 0.07
C 0.0620 1.0739 4.3714 0.386 -0.193 -0.881 -0.26
C 1.3972 0.7450 4.1999 -0.452 0.308 0.295 -0.01
C 1.9067 0.3649 2.9686 0.205 -0.236 -0.633 0.02
C 1.0862 0.2137 1.8546 -0.203 0.431 0.781 -0.28
O 1.5554 -0.0954 0.6853 0.327 -0.109 0.420 -0.16
C -0.3303 0.4062 2.0408 0.066 0.041 0.187 -0.12
N -1.1305 0.1578 0.9799 0.003 0.139 -0.007 0.11
C -2.4248 0.2616 1.1288 0.050 -0.072 -0.147 -0.11
C -3.0370 0.5574 2.3576 0.070 0.051 0.273 -0.03
C -2.2459 0.8324 3.4381 -0.159 -0.060 -0.157 -0.01
C -0.8431 0.8234 3.2941 0.174 -0.171 0.146 -0.09
H -4.3132 5.0273 3.6808 -0.010 -0.044 -0.016 0.10
H -3.6032 3.3255 5.3358 0.025 0.037 0.055 0.11
H 0.4217 3.6469 3.9188 -0.003 0.001 -0.021 0.12
H -0.2817 5.3668 2.2960 -0.002 -0.024 -0.003 0.10
H 2.0562 0.8621 5.0516 0.024 -0.018 -0.014 0.12
H 2.9607 0.1598 2.8451 0.020 -0.031 0.001 0.12
H -3.0354 0.0873 0.2487 0.038 -0.011 -0.015 0.10
H -4.1154 0.5483 2.4414 -0.004 0.019 -0.022 0.10
H -2.6824 1.0233 4.4092 -0.026 0.010 -0.045 0.11
B 2.9896 2.2511 -1.0586 -0.159 0.126 -0.228 -0.41
N 3.3854 0.7955 -1.4247 0.338 0.002 0.115 -0.05
C 4.6465 0.4714 -1.6918 -0.048 -0.170 -0.011 -0.07
C 4.6723 -0.6984 -2.4372 -0.062 0.008 -0.065 -0.04
C 3.3426 -1.0440 -2.5730 0.287 0.157 -0.124 -0.13
N 2.5585 -0.1361 -1.9574 0.314 -0.214 -0.235 -0.06
N 1.5077 2.3486 -0.6157 0.019 0.064 0.304 -0.06
C 0.9795 3.4496 -0.0830 -0.066 0.013 -0.105 -0.07
C -0.4002 3.3961 -0.2206 -0.040 -0.032 0.016 -0.03
C -0.6300 2.1822 -0.8496 0.094 0.284 -0.148 -0.13
N 0.5277 1.5454 -1.0775 -0.175 0.202 0.053 -0.02
H 3.7081 2.6654 -0.1897 0.058 -0.008 0.097 0.08
H 3.0800 2.9023 -2.0809 0.073 0.056 -0.012 0.07
H 5.4617 1.0848 -1.3469 -0.083 0.108 0.004 0.13
H 5.5353 -1.2297 -2.7959 -0.023 -0.044 0.022 0.10
H 2.9229 -1.9014 -3.0637 -0.051 -0.014 0.096 0.11
H 1.6185 4.2227 0.3124 0.039 -0.025 -0.032 0.12
H -1.1333 4.1177 0.0957 0.006 0.023 -0.011 0.08
H -1.5691 1.7607 -1.1586 0.017 -0.120 0.091 0.11
C -1.2034 2.2075 -5.5747 -0.117 -0.018 0.001 -0.09
C 0.0526 1.8461 -5.0494 0.101 -0.019 0.034 -0.08
C 0.1392 0.9994 -3.9806 -0.038 0.056 -0.024 -0.03
C -1.0200 0.4546 -3.3704 -0.108 -0.136 -0.185 -0.18
C -0.9472 -0.4045 -2.2243 -0.598 0.522 0.471 -0.14
C -2.1137 -1.0141 -1.8232 0.161 -0.091 -0.048 -0.13
C -3.3621 -0.7393 -2.4243 -0.096 0.046 -0.126 -0.09
C -3.4544 0.1705 -3.4360 -0.070 -0.054 0.043 -0.05
C -2.2815 0.7727 -3.9492 0.242 -0.090 0.071 -0.18
C -2.3398 1.6725 -5.0405 -0.022 0.060 -0.091 -0.05
H -1.2614 2.8985 -6.4066 -0.013 -0.012 -0.011 0.10
H 0.9526 2.2507 -5.4959 0.020 -0.021 0.035 0.10
H 1.1040 0.7237 -3.5821 0.047 0.082 -0.017 0.09
H -2.1064 -1.7224 -1.0030 0.022 0.116 0.091 0.09
H -4.2523 -1.2352 -2.0533 0.001 0.001 0.005 0.10
H -4.4118 0.4260 -3.8762 0.000 -0.018 -0.003 0.10
H -3.3128 1.9184 -5.4526 0.010 0.011 -0.002 0.10
F 2.4515 -2.4285 -0.4689 0.276 -0.087 0.425 -0.33
Sb 3.6932 -3.2958 0.7520 0.169 -0.121 -0.150 1.41
F 2.4276 -4.7114 0.8488 0.197 0.109 -0.078 -0.34
F 2.8889 -2.5364 2.2838 -0.083 0.067 -0.207 -0.34
F 4.9266 -4.2260 1.8428 -0.140 0.034 -0.169 -0.37
F 4.8602 -1.8089 0.6331 -0.207 -0.136 -0.008 -0.35
F 4.4546 -4.0365 -0.8249 -0.076 0.026 0.256 -0.37
```
Positions in Å, forces in eV/Å.